(1)
Here is C3H3OP in the gas phase in a non-equilibrium geometry from the OMol25 dataset. Energies are from ωB97M-V/def2-TZVPD.

```
8
Properties=species:S:1:pos:R:3:forces:R:3
C -2.06543 0.01097 -0.17522 0.658 -0.371 -0.227
C -1.07077 -0.58133 -0.48229 -0.313 0.187 0.061
C 1.51839 0.43054 0.45582 -0.977 3.959 3.213
O -0.02593 -1.25322 -0.83866 -0.497 -0.016 0.087
P 1.56617 -0.85355 -0.60010 1.500 -4.466 -3.671
H 0.59294 0.83000 0.84230 -0.007 0.169 0.208
H -2.95009 0.52504 0.03093 -0.625 0.369 0.218
H 2.43471 0.89156 0.76723 0.260 0.169 0.111
```
Forces are in eV/Å.

Values from the calculation:
2S+1 = 3
total energy = -532.47967 Eh
expectation value of S² = 2.007
frontier orbital gap (alpha / beta) = 7.48 / 7.26 eV
strongest force on any atom = 5.97 eV/Å
LUMO level (alpha / beta) = 1.01 / -2.73 eV

=====

(2)
Here is a molecular structure, C3H3ORh in a non-equilibrium geometry from the OMol25 dataset. Energies are from ωB97M-V/def2-TZVPD.

```
8
Properties=species:S:1:pos:R:3:forces:R:3
C -1.10300 -0.13687 -0.89122 1.302 1.886 0.395
C -0.53590 0.97313 -0.90196 -1.175 -1.914 -0.454
H -1.80177 -0.91211 -1.17307 0.227 -0.319 0.477
H -0.24817 1.95537 -1.24925 0.415 0.078 0.526
C 0.59833 -0.41697 0.43175 -0.789 1.587 -1.351
O 0.64507 0.21498 1.56911 -0.747 1.313 -1.998
Rh 1.01932 -1.36106 2.51790 0.709 -2.269 1.921
H 1.42612 -0.31648 -0.30327 0.057 -0.361 0.485
```
Forces are in eV/Å.

Values from the calculation:
2S+1 = 5
total energy = -300.80515 Eh
expectation value of S² = 6.017
frontier orbital gap (alpha / beta) = 8.35 / 6.73 eV
charge = +2
strongest force on any atom = 3.06 eV/Å
LUMO level (alpha / beta) = -11.08 / -14.12 eV

=====

(3)
Here is a gas-phase ion, C3H3OS2 (charge -1) in a non-equilibrium geometry from the OMol25 dataset. Energies are from ωB97M-V/def2-TZVPD.

```
9
Properties=species:S:1:pos:R:3:forces:R:3
C 0.30919 -0.53325 -0.11225 -1.546 0.977 1.110
C 1.34231 0.47322 0.33160 -0.211 0.260 0.631
C -1.15615 -0.13055 0.02469 3.557 3.576 -1.791
O 1.74374 0.78683 1.44584 -0.521 -0.550 -1.026
S 1.69287 1.23819 -1.18613 0.493 0.191 -0.324
S 0.73060 -2.01549 -0.71101 0.807 -1.379 -0.734
H -1.65250 -0.43303 0.81653 -1.945 -1.983 4.554
H -1.82164 -0.36847 -0.73783 -0.591 -0.637 -2.188
H -1.18842 0.98255 0.12857 -0.043 -0.455 -0.232
```
Forces are in eV/Å.

Values from the calculation:
2S+1 = 3
total energy = -987.67851 Eh
expectation value of S² = 2.009
frontier orbital gap (alpha / beta) = 5.19 / 5.39 eV
charge = -1
strongest force on any atom = 5.35 eV/Å
LUMO level (alpha / beta) = 3.54 / 1.74 eV

=====

(4)
Here is C3H3P in the gas phase in a non-equilibrium geometry from the OMol25 dataset. Energies are from ωB97M-V/def2-TZVPD.

```
7
Properties=species:S:1:pos:R:3:forces:R:3
C 3.85696 -1.07018 0.14503 -4.446 4.037 0.307
C 2.82604 -0.13308 0.20007 3.702 -2.356 -0.820
C 0.15639 0.16606 0.04677 -1.189 3.360 4.114
P 1.74356 1.12033 -0.16472 0.811 -2.928 0.883
H -0.16270 -0.19047 -0.84132 -1.128 -0.763 -3.320
H -0.56491 1.04710 0.41046 1.031 -1.870 -1.072
H -0.07267 -0.65376 0.75937 1.219 0.520 -0.092
```
Forces are in eV/Å.

Values from the calculation:
2S+1 = 1
total energy = -457.25026 Eh
frontier orbital gap = 7.23 eV
strongest force on any atom = 6.01 eV/Å
LUMO level = -2.19 eV

=====

(5)
Here is C3H3P3 in the gas phase in a non-equilibrium geometry from the OMol25 dataset. Energies are from ωB97M-V/def2-TZVPD.

```
9
Properties=species:S:1:pos:R:3:forces:R:3
C 0.64493 1.33945 0.66712 -0.079 0.332 -0.634
C 1.11368 0.06523 0.17155 -2.338 2.010 -0.034
C -0.21985 0.37922 0.00883 2.293 0.770 1.706
P 0.93060 2.92204 1.30721 1.991 -1.732 0.036
P 2.45177 -0.92998 -0.34725 1.980 0.468 0.746
P -1.80907 -0.28574 -0.09451 0.053 -0.932 -0.671
H -0.28479 3.44199 1.06256 -1.824 0.367 -0.313
H 1.71211 -1.83488 -1.02129 -1.081 -1.091 -0.767
H -1.07527 -1.46874 -0.46487 -0.994 -0.193 -0.069
```
Forces are in eV/Å.

Values from the calculation:
2S+1 = 3
total energy = -1139.94213 Eh
expectation value of S² = 2.036
frontier orbital gap (alpha / beta) = 7.90 / 4.84 eV
strongest force on any atom = 3.08 eV/Å
LUMO level (alpha / beta) = 0.49 / -3.25 eV

=====

(6)
Here is C3H4 in the gas phase in a non-equilibrium geometry from the OMol25 dataset. Energies are from ωB97M-V/def2-TZVPD.

```
7
Properties=species:S:1:pos:R:3:forces:R:3
C 1.61685 -0.42867 0.14366 -0.278 0.340 -0.517
C 0.47590 -0.08839 -0.01566 0.853 -0.313 -0.560
C -0.93459 0.21793 -0.07992 -0.092 0.185 0.735
H 2.65043 -0.64101 0.05838 0.189 -0.139 0.272
H -1.18399 1.18856 -0.50917 0.295 -0.070 -0.215
H -1.11655 0.32024 0.99796 -1.088 -0.282 -0.248
H -1.50804 -0.56866 -0.59523 0.120 0.279 0.533
```
Forces are in eV/Å.

Values from the calculation:
2S+1 = 1
total energy = -116.63073 Eh
frontier orbital gap = 11.00 eV
strongest force on any atom = 1.15 eV/Å
LUMO level = 1.10 eV

=====

(7)
Here is 2 unconnected molecules or ions with the total composition C3H4 in a non-equilibrium geometry from the OMol25 dataset. Energies are from ωB97M-V/def2-TZVPD.

```
7
Properties=species:S:1:pos:R:3:forces:R:3
C -0.16234 -0.01572 0.76643 -0.094 -1.063 3.920
C 0.74259 -0.56723 0.02995 -0.662 2.011 -0.119
C -0.21854 0.46797 -0.56613 -4.062 -4.081 -2.476
H -0.52769 -0.10892 1.83941 0.277 0.707 -1.784
H 1.68348 -1.02953 0.11579 0.657 -0.735 -0.559
H -1.40874 -0.18063 -1.21839 3.373 2.083 1.167
H -0.10875 1.43406 -0.96705 0.512 1.078 -0.150
```
Forces are in eV/Å.

Values from the calculation:
2S+1 = 1
total energy = -116.53459 Eh
frontier orbital gap = 10.10 eV
strongest force on any atom = 6.27 eV/Å
LUMO level = 1.27 eV

=====

(8)
Here is 15 unconnected molecules or ions with the total composition C3H40N2O14 in a non-equilibrium geometry from the OMol25 dataset. Energies are from ωB97M-V/def2-TZVPD.

```
59
Properties=species:S:1:pos:R:3:forces:R:3
C 0.57974 0.67007 1.22969 0.027 -0.519 0.903
C 1.62162 0.41980 0.09226 0.888 1.605 0.361
C 1.77347 -1.02686 -0.52076 0.830 -0.932 1.399
N 1.99601 -1.08878 -1.99242 -2.057 -0.793 -1.019
N -0.82951 0.19996 0.90830 1.631 0.059 -0.967
H 0.45704 1.78437 1.40884 0.710 -1.510 0.181
H 0.89979 0.04534 2.17519 -0.795 1.560 -1.730
H 2.60905 0.66998 0.68932 -1.746 -0.406 -1.572
H 1.50915 1.25675 -0.72211 0.261 -1.782 1.371
H 2.74395 -1.41859 -0.10273 -1.095 0.214 -0.288
H 1.03768 -1.86132 -0.29987 0.401 1.534 0.112
H 1.50645 -2.00007 -2.40588 0.846 1.516 0.661
H 1.65243 -0.25265 -2.50540 -0.230 -0.158 0.297
H 2.97517 -1.14562 -2.14350 1.493 -0.091 -0.324
H -1.47954 0.44257 1.65173 -0.523 0.518 -0.148
H -0.81476 -0.81662 0.89056 -0.425 -0.212 -0.311
H -1.17088 0.61101 0.00742 0.000 -0.768 1.016
H -2.44364 3.95746 3.08090 -1.942 2.791 2.233
H -1.35343 3.71722 2.21508 1.355 0.378 -0.702
O -2.05962 3.26682 2.64265 1.223 -1.915 -1.094
H 5.79966 -0.79710 -1.69591 5.110 1.780 2.190
H 5.10648 -0.92809 -3.05981 0.052 -0.465 3.305
O 5.02970 -1.06860 -2.02283 -5.342 -1.319 -5.628
H -1.16574 3.40342 -0.67153 0.313 2.802 -2.127
H -1.68560 4.67582 -1.48050 -3.310 1.906 -0.486
O -0.94557 4.17725 -1.34025 2.719 -4.592 2.625
H 1.25105 -4.25737 1.71676 0.201 -0.643 0.049
H -0.13181 -4.19047 0.95632 0.872 -0.099 0.137
O 0.65971 -3.68749 1.22839 -0.479 -0.285 -0.795
H -2.26956 -2.52266 -0.52923 -0.442 -0.553 -0.161
H -3.41945 -1.45983 -0.30127 -0.845 -0.234 0.546
O -2.55063 -1.61135 -0.63999 1.143 1.202 -0.523
H -0.15599 -2.88022 2.29971 -0.554 1.706 -0.190
H -0.73021 -2.30803 3.57692 -0.451 1.230 -1.920
O -0.66910 -2.05714 2.58380 0.455 -1.888 2.692
H 0.72079 -4.22068 -2.69400 -0.154 -3.981 0.277
H -0.37637 -3.03120 -2.99151 0.747 -1.446 0.234
O 0.53032 -3.34880 -2.80096 -0.464 5.649 -0.496
H -2.10020 -4.71906 -0.36419 -0.076 0.224 -0.943
H -2.55237 -4.42555 -1.85615 1.123 0.390 1.495
O -1.89630 -4.15191 -1.14060 -1.131 -1.125 -0.420
H -3.67682 1.99025 1.53132 1.647 -1.924 1.840
H -3.07448 1.11094 2.80253 -0.869 0.502 2.471
O -3.06014 1.25741 1.89498 -1.608 0.227 -4.445
H 1.58486 3.69057 0.36477 -0.125 0.075 0.387
H 1.63154 4.59148 1.60775 0.164 0.494 0.218
O 1.39838 3.71270 1.32129 -0.192 -0.551 -0.686
H -1.12308 -0.58057 4.93624 -0.438 1.334 -1.217
H -0.41298 -1.26674 5.93836 0.961 -0.501 1.185
O -1.27337 -1.27063 5.55112 -0.411 -0.848 -0.020
H 0.72840 4.17467 -1.88474 0.968 -0.323 0.174
H 2.29975 4.27530 -1.53534 -0.826 -0.500 -0.814
O 1.59578 3.67874 -1.88468 0.140 1.030 0.777
H -2.93195 -0.11171 -2.17791 -0.634 1.559 0.093
H -1.99753 0.57034 -3.00818 -1.099 1.320 0.136
O -2.81340 0.83785 -2.49169 1.996 -2.868 -0.111
H -0.13231 1.65285 -2.25089 0.368 -0.543 -0.964
H 1.04343 2.24118 -2.86303 1.029 0.786 -0.362
O 0.55495 1.42357 -2.92432 -1.412 -0.621 1.102
```
Forces are in eV/Å.

Values from the calculation:
2S+1 = 1
total energy = -1300.56683 Eh
frontier orbital gap = 11.01 eV
charge = +2
strongest force on any atom = 7.87 eV/Å
LUMO level = -5.20 eV